1.
{"formula": "C5H10N2", "method": "wB97M-V/def2-TZVPD", "elements": ["C", "C", "C", "C", "C", "N", "N", "H", "H", "H", "H", "H", "H", "H", "H", "H", "H"], "positions_angstrom": [[0.84875, -0.08319, -1.23057], [1.62776, 0.11072, 1.06932], [-0.04242, 1.80576, 0.07385], [-2.11136, -1.51803, -0.15524], [0.78150, 0.55147, -0.09795], [1.03256, -0.59064, -2.32079], [-1.08749, -1.38899, 0.55151], [2.35205, -0.63532, 0.75318], [2.15673, 0.96555, 1.48827], [1.01309, -0.33168, 1.85480], [0.13660, 2.22148, 1.06185], [-1.10828, 1.60970, -0.03330], [0.23339, 2.55450, -0.66845], [-3.04389, -0.95091, -0.06069], [0.46948, -1.37699, -2.62495], [-2.09391, -2.25056, -0.95349], [-1.16454, -0.69287, 1.29267]], "s_squared": 2.011, "relative_energy_ev": 1.700, "fmax_ev_per_a": 3.57, "lumo_ev": [0.894, -1.331], "total_charge": 0, "e_homo_ha": [-0.1510, -0.3769], "molar_mass_g_mol": 98.149, "multiplicity": 3}

2.
{"formula": "C5H10N2O", "method": "wB97M-V/def2-TZVPD", "elements": ["C", "C", "C", "C", "C", "H", "H", "H", "H", "H", "H", "H", "H", "H", "H", "N", "N", "O"], "positions_angstrom": [[-0.62835, 0.27891, -1.28065], [-0.67036, -0.63006, -0.02132], [0.22952, 0.31949, 2.06357], [1.41313, -0.16337, 1.28216], [0.56456, -0.56007, -0.83322], [-2.34064, 0.23254, -2.01920], [-0.93171, 1.30281, -1.01834], [-1.08325, -1.59880, 0.22862], [-0.96637, 1.30133, 0.85631], [0.32691, -0.42754, 2.97360], [0.39567, 1.27715, 2.74932], [1.59978, -1.15603, 1.44244], [2.23728, 0.59633, 1.47164], [2.33853, 0.58847, -0.46039], [0.70349, -1.60232, -1.03104], [-0.94217, 0.26204, 1.12821], [1.37193, 0.32659, -0.04636], [-1.34237, -0.01297, -2.50364]], "relative_energy_ev": 6.158, "fmax_ev_per_a": 6.90, "lumo_ev": 0.852, "total_charge": 0, "e_homo_ha": -0.3159, "smiles": "O[C@@H]1[C@H]2NCCN[C@@H]12", "molar_mass_g_mol": 114.148, "multiplicity": 1}